21
Properties=species:S:1:pos:R:3 method="wB97M-V/def2-TZVPD" gap_ev=9.79 smiles=CC1(C)CC[C@@H]2CN21 multiplicity=1 e_tot_ev=-8956.4591 total_charge=0 lumo_energy_ha=0.03661 e_above_lowest_kcal_mol=80.1 homo_energy_ev=-8.8
C -1.183 -1.037 -0.995
C -0.773 0.003 -0.004
C -1.794 1.009 0.437
C 0.119 -0.811 1.006
C 1.535 -0.936 0.319
C 1.534 0.206 -0.610
C 1.240 1.504 -0.076
N 0.232 0.714 -0.736
H -0.298 -1.859 -0.904
H -2.011 -1.738 -0.813
H -1.288 -0.724 -2.188
H -2.181 1.539 -0.595
H -2.516 0.741 1.276
H -1.162 1.922 0.909
H -0.271 -1.755 1.396
H 0.218 -0.226 1.954
H 2.476 -1.010 0.934
H 1.333 -2.012 -0.192
H 2.205 0.208 -1.407
H 1.351 2.511 -0.672
H 1.234 1.751 0.961